An isolated molecule of C21H32N4O6S in a non-equilibrium geometry, computed with the ωB97M-V functional and the def2-TZVPD basis.

```
! RIJCOSX wB97M-V def2-TZVPD def2/J DEFGRID3
* xyz 0 1
C -6.947 -0.508 1.045
C -6.292 0.864 0.998
O -4.869 0.768 0.960
C -4.329 0.533 -0.260
O -4.972 0.471 -1.282
N -2.989 0.347 -0.197
C -2.187 0.565 0.986
C -1.345 1.837 0.812
N -0.582 1.808 -0.420
S 0.821 0.913 -0.301
O 1.260 0.655 -1.644
O 0.690 -0.183 0.607
N 1.780 2.039 0.427
C 2.215 3.124 -0.425
C 3.562 2.821 -1.078
C 4.602 2.525 0.001
C 4.166 1.432 0.989
C 4.447 0.007 0.497
O 5.279 -0.675 1.067
N 3.784 -0.408 -0.598
C 3.826 -1.802 -1.017
C 2.629 -2.526 -0.457
C 2.714 -3.170 0.772
C 1.585 -3.739 1.327
C 0.360 -3.663 0.684
C 0.269 -3.011 -0.538
O -0.889 -2.843 -1.248
C -2.084 -3.362 -0.714
C 1.413 -2.460 -1.111
C 2.714 1.648 1.459
C -1.400 1.547 -1.592
C -2.220 0.267 -1.422
H -6.725 -1.052 0.130
H -6.576 -1.076 1.894
H -8.024 -0.395 1.135
H -6.509 1.436 1.903
H -6.635 1.414 0.116
H -1.507 -0.283 1.109
H -2.838 0.651 1.854
H -1.992 2.720 0.784
H -0.630 1.935 1.629
H 2.287 4.028 0.190
H 1.434 3.264 -1.173
H 3.450 1.976 -1.756
H 3.881 3.685 -1.664
H 5.548 2.233 -0.460
H 4.778 3.443 0.568
H 4.799 1.520 1.880
H 2.988 0.103 -0.947
H 3.826 -1.829 -2.109
H 4.756 -2.225 -0.630
H 3.659 -3.205 1.292
H 1.648 -4.241 2.281
H -0.508 -4.101 1.151
H -2.038 -4.451 -0.611
H -2.319 -2.914 0.258
H -2.865 -3.100 -1.426
H 1.318 -1.947 -2.055
H 2.707 2.443 2.215
H 2.319 0.735 1.907
H -2.060 2.407 -1.736
H -0.724 1.456 -2.442
H -1.543 -0.591 -1.368
H -2.918 0.139 -2.251
*
```

Values from the calculation:
- Energy above the lowest of the compared OMol25 structures with the same formula, charge and spin: 26.92 kJ/mol
- SMILES: CCOC(=O)N1CCN(S(=O)(=O)N2CCC[C@H](C(=O)NCc3cccc(OC)c3)C2)CC1
- Calculated total energy: -1888.1058 Ha
- Frontier orbital gap: 8.8620 eV
- Strongest force on any atom: 1.4 eV/A
- Highest occupied orbital energy: -0.3056 hartree

So, what does the natural (NBO) scheme give us? The charges, in e, come out as:
1. C -0.6354
2. C -0.0674
3. O -0.5313
4. C 0.8936
5. O -0.6657
6. N -0.4565
7. C -0.2468
8. C -0.2371
9. N -0.6770
10. S 2.4592
11. O -0.9647
12. O -0.9447
13. N -0.7037
14. C -0.2221
15. C -0.4230
16. C -0.3958
17. C -0.3169
18. C 0.6813
19. O -0.6362
20. N -0.6344
21. C -0.2485
22. C -0.0067
23. C -0.2360
24. C -0.1824
25. C -0.3347
26. C 0.3915
27. O -0.5238
28. C -0.2560
29. C -0.2759
30. C -0.2245
31. C -0.2412
32. C -0.2478
33. H 0.2242
34. H 0.2075
35. H 0.2158
36. H 0.1854
37. H 0.2006
38. H 0.2250
39. H 0.2396
40. H 0.2082
41. H 0.2251
42. H 0.1978
43. H 0.2266
44. H 0.2172
45. H 0.2178
46. H 0.2251
47. H 0.2026
48. H 0.2417
49. H 0.4102
50. H 0.2038
51. H 0.2405
52. H 0.2233
53. H 0.2114
54. H 0.2162
55. H 0.1795
56. H 0.1747
57. H 0.2021
58. H 0.2241
59. H 0.2013
60. H 0.2490
61. H 0.2064
62. H 0.2399
63. H 0.2187
64. H 0.2495